Entry 1:
C20H24BF4LaNOP2 | ωB97M-V/def2-TZVPD

Last column: Mulliken charge in e.
Geometry (Å):
C (-0.672, 2.159, -4.714)  -0.719
C (-0.257, 2.235, -3.387)  0.299
C (-1.270, 2.241, -2.372)  0.413
C (-2.635, 2.239, -2.726)  0.809
C (-2.994, 2.216, -4.071)  -0.829
C (-2.023, 2.141, -5.066)  -0.987
C (-3.684, 2.258, -1.635)  -1.180
C (-3.152, 2.965, -0.402)  0.878
C (-1.764, 2.969, -0.145)  0.224
C (-1.241, 3.558, 1.056)  -0.080
C (-2.151, 4.051, 1.992)  -0.650
C (-3.524, 4.082, 1.720)  -0.977
C (-4.002, 3.583, 0.509)  -0.870
H (0.078, 2.127, -5.500)  0.408
H (-4.052, 2.284, -4.307)  0.448
H (-2.319, 2.121, -6.112)  0.400
H (-4.595, 2.762, -1.978)  0.550
H (-1.775, 4.454, 2.934)  0.439
H (-4.204, 4.510, 2.450)  0.410
H (-5.055, 3.648, 0.261)  0.439
N (-0.933, 2.229, -1.006)  -0.052
La (-0.195, 0.128, -0.171)  1.543
C (1.222, 2.217, -3.050)  -1.024
H (1.474, 3.042, -2.365)  0.346
H (1.826, 2.297, -3.963)  0.532
C (0.246, 3.535, 1.374)  -1.111
H (0.833, 3.870, 0.506)  0.352
H (0.470, 4.174, 2.238)  0.565
P (1.681, 0.642, -2.205)  0.639
P (0.838, 1.828, 1.799)  0.712
C (0.115, 1.545, 3.447)  -1.317
H (0.226, 0.479, 3.690)  0.368
H (0.656, 2.150, 4.186)  0.427
H (-0.951, 1.798, 3.465)  0.362
C (2.619, 1.975, 2.123)  -1.222
H (2.804, 2.620, 2.993)  0.432
H (3.002, 0.962, 2.323)  0.404
H (3.132, 2.370, 1.233)  0.328
C (1.457, -0.607, -3.521)  -1.302
H (2.265, -0.527, -4.257)  0.424
H (1.487, -1.601, -3.053)  0.391
H (0.487, -0.490, -4.022)  0.382
C (3.479, 0.724, -1.979)  -1.219
H (3.780, -0.180, -1.432)  0.400
H (3.996, 0.766, -2.944)  0.438
H (3.733, 1.600, -1.368)  0.343
C (-2.404, -0.408, 1.849)  0.140
O (-2.975, -1.158, 2.488)  -0.158
H (-4.073, 1.265, -1.443)  0.344
F (1.413, -1.914, -0.056)  -0.321
B (0.374, -2.522, 0.748)  0.402
F (-0.833, -2.315, -0.051)  -0.427
F (0.582, -3.797, 1.082)  -0.210
F (0.213, -1.616, 1.857)  -0.336

Forces on atoms 1 to 2 (eV/Å):
-0.199 -0.080 -0.142
-0.706 -0.386 0.502

The total energy is -55654.3839 eV. As for the largest force on an atom: 2.7 eV/Å. The total charge is +1. The frontier orbital gap comes out at 6.3 eV.



Entry 2:
C15H16N2O3 | ωB97M-V/def2-TZVPD

Last column: Mulliken charge in e.
Geometry (Å):
O (-3.141, -0.333, 3.218)  -0.473
C (-2.220, -1.006, 2.959)  0.000
C (-0.902, -0.751, 2.215)  0.135
C (-0.578, 0.465, 1.869)  -0.534
N (0.617, 0.491, 1.410)  0.435
C (0.988, -1.028, 1.422)  0.239
C (2.053, -1.687, 0.955)  -0.172
C (2.521, -2.887, 1.161)  -0.938
C (1.547, -3.678, 1.847)  -0.836
C (0.262, -3.059, 2.254)  -0.869
C (0.228, -1.891, 1.965)  1.332
H (-0.289, -3.752, 2.840)  0.421
H (1.578, -4.577, 2.071)  0.692
H (3.347, -3.470, 0.680)  0.337
H (3.081, -0.938, 0.434)  -0.021
C (1.226, 1.292, 0.661)  -1.305
H (1.926, 1.072, 0.000)  0.620
H (1.734, 1.973, 1.420)  0.261
C (0.456, 2.372, -0.226)  0.471
O (0.122, 3.348, 0.192)  -0.539
N (-0.217, 1.791, -1.098)  0.187
C (-0.025, 0.248, -1.770)  0.442
H (1.006, 0.391, -2.349)  0.208
H (-0.044, -0.475, -1.019)  0.180
C (-0.814, 0.164, -2.735)  -1.339
O (-1.187, 1.063, -3.874)  -0.392
C (-1.093, 2.452, -3.330)  -0.415
H (-1.512, 2.947, -4.127)  0.427
C (-1.289, 2.494, -1.906)  -1.278
H (-1.084, 3.636, -1.711)  0.328
H (-2.123, 2.347, -1.726)  0.809
H (0.147, 2.698, -3.594)  0.180
H (-2.053, 0.020, -2.255)  0.228
H (-0.961, -0.817, -3.092)  0.557
H (-1.131, 1.340, 2.004)  0.636
H (-2.179, -2.256, 3.234)  -0.014

Forces on atoms 1 to 2 (eV/Å):
-1.564 1.705 0.417
3.914 -5.066 -1.062

The relative energy (zero: lowest compared OMol25 entry of this formula, charge and spin) is 421.8 kcal/mol. The total energy is -24920.4668 eV. As for the largest force on an atom: 18.8 eV/Å. The frontier orbital gap comes out at 8.8 eV.



Entry 3:
C3H13N2O | ωB97M-V/def2-TZVPD

Last column: Mulliken charge in e.
Geometry (Å):
N (-0.976, 1.338, -0.374)  -0.234
C (-1.514, 0.330, 0.583)  -0.747
C (-0.300, -0.164, 1.484)  -0.476
N (0.747, -0.635, 0.619)  -0.286
C (2.120, -0.758, 1.232)  -0.902
H (-0.567, 2.118, 0.157)  0.348
H (-0.206, 0.954, -0.901)  0.354
H (-1.617, 1.648, -1.109)  0.353
H (-2.406, 0.557, 1.142)  0.389
H (-1.915, -0.551, -0.019)  0.321
H (0.066, 0.749, 1.942)  0.371
H (-0.712, -0.987, 2.223)  0.302
H (0.540, -1.528, -0.084)  0.258
H (2.321, -1.774, 1.684)  0.289
H (2.331, 0.084, 1.836)  0.316
H (2.943, -0.776, 0.554)  0.331
H (0.341, -0.572, -3.253)  0.337
H (-0.642, 0.015, -4.336)  0.327
O (-0.552, -0.050, -3.380)  -0.652

Forces on atoms 1 to 2 (eV/Å):
-0.529 0.705 0.387
0.555 -3.450 -0.441

The relative energy (zero: lowest compared OMol25 entry of this formula, charge and spin) is 47.1 kcal/mol. The total energy is -8341.9405 eV. As for the largest force on an atom: 4.2 eV/Å. The total charge is +1. The frontier orbital gap comes out at 9.7 eV.



Entry 4:
C7H10INO2 | ωB97M-V/def2-TZVPD

Last column: Mulliken charge in e.
Geometry (Å):
C (-1.323, 0.458, -1.691)  -0.799
C (-1.481, -0.585, -0.761)  0.712
C (-0.333, 1.288, -1.218)  -0.116
C (-0.592, -0.371, 0.252)  -0.029
C (-2.315, -1.809, -0.951)  -1.292
C (2.372, -0.012, 1.419)  -1.256
C (1.715, 1.296, 1.203)  -0.029
N (0.083, 0.803, 0.011)  0.118
O (0.133, 2.435, -1.764)  -0.529
O (-0.216, -1.033, 1.441)  -0.463
I (0.781, 2.008, 2.922)  0.180
H (-1.846, 0.590, -2.602)  0.498
H (-1.731, -2.512, -1.563)  0.280
H (-2.201, -2.411, 0.016)  0.201
H (-3.278, -1.719, -1.384)  0.356
H (1.938, -0.691, 2.135)  0.332
H (3.296, 0.469, 1.826)  0.415
H (2.486, -0.500, 0.525)  0.362
H (2.320, 1.834, 0.437)  0.427
H (1.056, 2.183, -1.950)  0.336
H (-0.867, -1.721, 1.697)  0.298

Forces on atoms 1 to 2 (eV/Å):
0.996 0.821 0.385
-0.672 -1.004 0.218

The relative energy (zero: lowest compared OMol25 entry of this formula, charge and spin) is 60.7 kcal/mol. The total energy is -21103.0321 eV. As for the largest force on an atom: 4.3 eV/Å. The frontier orbital gap comes out at 6.8 eV.